Here is a 2-piece molecular cluster, CH2F3PS overall at a distorted geometry from the Open Molecules 2025 dataset. Energies are from ωB97M-V/def2-TZVPD.

CARTESIAN COORDINATES (ANGSTROEM)
C -0.699 0.413 1.177
F -1.519 1.445 1.205
F 0.538 0.853 1.313
F -0.490 0.131 -0.657
P 0.656 -0.664 -2.008
S -1.043 -1.130 1.621
H 1.546 0.344 -1.773
H 1.010 -1.393 -0.877

* E_tot: -29340.3316 eV
* multiplicity: 3
* energy relative to the best compared isomer or geometry (same formula, charge and spin): 1.020 eV


Here is C3H5F as an isolated structure at a distorted geometry from the Open Molecules 2025 dataset. Energies are from ωB97M-V/def2-TZVPD.

CARTESIAN COORDINATES (ANGSTROEM)
C -1.395 -0.452 -0.017
C -0.570 0.813 -0.089
C 0.736 0.586 0.062
H -0.306 -1.137 -0.615
H -2.561 -0.455 -0.328
H -1.586 -1.293 1.157
H -1.128 1.649 0.036
H 1.545 1.247 0.409
F 1.268 -0.633 -0.044

* E_tot: -5904.8620 eV
* energy relative to the best compared isomer or geometry (same formula, charge and spin): 3.769 eV


Here is C21H14BrClN4O5RuS as an isolated structure from the Open Molecules 2025 dataset. Energies are from ωB97M-V/def2-TZVPD.

CARTESIAN COORDINATES (ANGSTROEM)
Ru -0.350 -0.485 1.751
N 1.181 -0.018 5.935
C 0.500 0.069 4.740
S -0.130 -1.436 4.099
N 0.355 1.263 4.264
N -0.391 1.279 3.101
C -0.539 2.432 2.557
C -1.394 2.700 1.427
C -1.429 4.006 0.915
C -2.255 4.357 -0.127
C -3.090 3.370 -0.674
C -3.086 2.086 -0.187
C -2.227 1.698 0.871
O -2.242 0.469 1.302
H 1.571 -0.918 6.148
H 1.744 0.784 6.160
H -0.017 3.268 3.025
H -0.776 4.748 1.365
H -2.264 5.367 -0.516
H -3.747 3.625 -1.500
H -3.723 1.316 -0.608
Br -1.350 -3.917 1.274
C 0.357 -3.461 0.596
C 0.940 -4.227 -0.391
C 2.178 -3.815 -0.862
C 2.783 -2.697 -0.324
C 2.114 -1.996 0.663
N 0.915 -2.377 1.107
C 2.693 -0.743 1.305
O 3.902 -0.580 1.164
O 1.854 -0.016 1.926
H 0.433 -5.094 -0.786
H 2.662 -4.374 -1.655
H 3.753 -2.342 -0.642
Cl 0.303 -0.346 -6.976
C 0.118 -0.322 -5.234
C -1.060 -0.784 -4.671
C -1.192 -0.777 -3.289
C -0.168 -0.291 -2.486
C 0.998 0.181 -3.071
C 1.153 0.158 -4.451
C -0.298 -0.303 -0.990
O 0.316 0.566 -0.326
O -0.996 -1.207 -0.457
H -1.855 -1.150 -5.307
H -2.091 -1.155 -2.817
H 1.781 0.572 -2.432
H 2.062 0.514 -4.916

* E_tot: -134186.7513 eV
* multiplicity: 6
* net charge: -1


Here is C3H8NdO2 as an isolated structure at a distorted geometry from the Open Molecules 2025 dataset. Energies are from ωB97M-V/def2-TZVPD.

CARTESIAN COORDINATES (ANGSTROEM)
C -1.254 0.193 -1.004
C 0.185 -0.212 -0.819
O 0.342 -0.743 0.520
C 1.675 -0.879 0.952
Nd -1.795 0.094 1.781
H -1.287 2.127 -0.235
H -1.656 -0.526 -1.739
H 0.898 0.621 -0.946
H 0.506 -1.020 -1.500
H 1.645 -1.297 1.965
H 2.222 -1.537 0.258
H 2.194 0.093 0.996
O -1.554 2.243 0.948
H -2.121 0.842 -1.179

* E_tot: -22606.6358 eV
* multiplicity: 5


Here is one molecule with the formula Br2H4Si2 at a distorted geometry from the Open Molecules 2025 dataset. Energies are from ωB97M-V/def2-TZVPD.

CARTESIAN COORDINATES (ANGSTROEM)
Si 1.114 -0.188 -0.460
Si -0.790 0.287 0.693
Br -2.012 1.922 -0.110
Br -2.279 -2.003 -0.069
H 1.238 -0.711 -1.793
H 1.441 1.370 -0.642
H 2.255 -1.030 0.318
H -0.968 0.353 2.062

* E_tot: -155904.9086 eV
* SMILES string: [SiH3][SiH](Br)Br
* energy relative to the best compared isomer or geometry (same formula, charge and spin): 1.922 eV


Here is a 2-piece molecular cluster, C2H7O2 overall at a distorted geometry from the Open Molecules 2025 dataset. Energies are from ωB97M-V/def2-TZVPD.

CARTESIAN COORDINATES (ANGSTROEM)
C -0.278 -0.231 0.801
O 0.556 -1.162 0.212
C -1.330 0.272 -0.178
H 0.342 0.715 0.984
H -0.750 -0.527 1.763
H -1.975 -0.417 -0.428
H -0.836 0.630 -1.103
H -1.872 1.192 0.194
H 2.456 0.151 -1.436
H 1.217 -0.560 -0.326
O 2.470 -0.064 -0.483

* E_tot: -6281.7822 eV
* net charge: -1
* energy relative to the best compared isomer or geometry (same formula, charge and spin): 0.909 eV


Here is C4H5NO2 as an isolated structure at a distorted geometry from the Open Molecules 2025 dataset. Energies are from ωB97M-V/def2-TZVPD.

CARTESIAN COORDINATES (ANGSTROEM)
C 0.105 -0.825 -0.855
N -0.447 -1.714 -0.077
C 1.461 0.362 0.032
C -1.076 1.108 0.354
C -0.038 0.600 -0.581
O 1.685 0.031 1.167
O -1.563 0.480 1.268
H -0.232 -2.693 -0.206
H -0.962 -1.477 0.771
H 2.220 0.693 -0.688
H -1.302 2.187 0.250
H 0.149 1.247 -1.435

* E_tot: -9810.7722 eV
* energy relative to the best compared isomer or geometry (same formula, charge and spin): 3.543 eV


Here is one molecule with the formula C6H8FN at a distorted geometry from the Open Molecules 2025 dataset. Energies are from ωB97M-V/def2-TZVPD.

CARTESIAN COORDINATES (ANGSTROEM)
C 1.404 -2.072 -1.563
C 0.960 -1.224 -0.861
C 0.431 -0.001 -0.114
C 1.205 0.172 1.343
C -0.140 0.961 -1.161
F -0.177 2.325 -0.990
C -1.064 0.055 -0.149
N -1.811 0.666 0.960
H 1.887 -3.129 -1.740
H 0.887 -0.694 2.004
H 0.669 1.015 1.949
H 2.214 0.682 1.407
H -0.145 0.414 -2.266
H -1.462 -0.662 -0.757
H -2.447 -0.067 1.389
H -2.412 1.560 0.547

* E_tot: -10553.6186 eV
* SMILES string: C#C[C@@]1(C)[C@H](F)[C@@H]1N
* energy relative to the best compared isomer or geometry (same formula, charge and spin): 5.439 eV


Here is one molecule with the formula C4H7NO2 at a distorted geometry from the Open Molecules 2025 dataset. Energies are from ωB97M-V/def2-TZVPD.

CARTESIAN COORDINATES (ANGSTROEM)
C -0.906 0.798 1.118
C -0.505 -0.332 0.067
C -0.738 0.267 -1.314
O -1.675 0.050 -2.031
N 0.780 -0.974 0.237
C 1.933 -0.518 -0.318
O 2.104 0.384 -1.095
H -0.904 1.745 0.568
H -0.297 0.865 2.010
H -1.965 0.583 1.230
H -1.268 -1.052 0.332
H -0.220 1.245 -1.388
H 0.873 -1.922 0.568
H 2.789 -1.138 0.017

* E_tot: -9845.5756 eV
* SMILES string: C[C@@H](C=O)NC=O
* energy relative to the best compared isomer or geometry (same formula, charge and spin): 1.704 eV


Here is a 7-piece molecular cluster, C30H42BCl2F18O14S2 overall at a distorted geometry from the Open Molecules 2025 dataset. Energies are from ωB97M-V/def2-TZVPD.

CARTESIAN COORDINATES (ANGSTROEM)
C 6.360 -1.636 0.553
C 6.002 -2.097 -0.832
S 4.265 -2.426 -1.222
C 3.533 -2.852 0.352
S 2.192 -4.004 -0.016
B 0.489 -3.121 0.197
O -0.367 -3.314 -0.756
O 0.223 -2.408 1.274
C 2.250 -5.161 1.297
Cl 1.047 -5.107 2.451
C 3.249 -6.002 1.278
C 4.290 -6.056 0.266
Cl 3.395 -7.126 2.506
H 6.348 -2.452 1.233
H 7.358 -1.273 0.502
H 5.722 -0.863 0.923
H 6.539 -2.997 -1.000
H 6.326 -1.365 -1.529
H 3.209 -2.018 0.930
H 4.210 -3.427 0.927
H -0.154 -4.075 -1.310
H 0.523 -1.494 1.238
H 5.084 -5.374 0.486
H 3.912 -5.820 -0.702
H 4.714 -7.029 0.249
C -3.669 -2.643 -1.176
C -4.060 -1.926 -2.450
O -4.513 -2.854 -3.455
C -5.768 -3.254 -3.350
O -6.562 -2.938 -2.521
C -6.099 -4.198 -4.524
F -5.123 -5.094 -4.713
F -6.238 -3.484 -5.649
F -7.228 -4.852 -4.291
H -2.929 -3.410 -1.393
H -3.251 -1.944 -0.456
H -4.530 -3.132 -0.723
H -3.200 -1.427 -2.890
H -4.822 -1.174 -2.272
C 0.145 3.402 -2.314
C 0.618 2.365 -3.311
O 2.052 2.184 -3.232
C 2.512 1.365 -2.323
O 1.894 0.684 -1.555
C 4.055 1.379 -2.379
F 4.512 2.625 -2.454
F 4.501 0.697 -3.442
F 4.545 0.807 -1.280
H 0.691 4.334 -2.458
H -0.918 3.595 -2.441
H 0.317 3.081 -1.287
H 0.427 2.704 -4.325
H 0.115 1.409 -3.186
C 2.149 4.306 3.606
C 1.503 5.208 2.583
O 0.444 4.499 1.899
C -0.693 4.449 2.550
O -0.945 4.932 3.611
C -1.734 3.676 1.725
F -1.228 2.541 1.205
F -2.186 4.407 0.704
F -2.773 3.346 2.480
H 2.502 3.390 3.133
H 2.994 4.805 4.077
H 1.439 4.028 4.384
H 2.210 5.497 1.811
H 1.113 6.119 3.031
C 8.449 -1.796 4.877
C 8.068 -1.125 6.176
O 7.807 0.279 5.966
C 6.625 0.626 5.516
O 5.697 -0.082 5.252
C 6.585 2.163 5.386
F 7.695 2.618 4.805
F 6.480 2.722 6.594
F 5.540 2.536 4.655
H 9.283 -1.269 4.415
H 8.742 -2.829 5.056
H 7.621 -1.791 4.169
H 8.896 -1.156 6.877
H 7.215 -1.604 6.650
C -2.537 6.377 5.924
C -3.137 7.522 5.144
O -4.028 8.315 5.955
C -3.455 9.212 6.732
O -2.289 9.441 6.839
C -4.543 9.997 7.495
F -5.469 9.171 7.991
F -5.140 10.855 6.657
F -3.998 10.680 8.492
H -3.324 5.767 6.370
H -1.932 5.756 5.261
H -1.907 6.744 6.734
H -3.753 7.149 4.329
H -2.369 8.163 4.715
C -8.779 -5.292 -7.800
C -7.370 -5.420 -8.337
O -7.371 -5.857 -9.711
C -7.577 -4.921 -10.616
O -7.762 -3.758 -10.428
C -7.501 -5.547 -12.024
F -8.184 -6.693 -12.076
F -6.220 -5.799 -12.328
F -7.997 -4.709 -12.923
H -9.319 -6.229 -7.927
H -8.756 -5.037 -6.742
H -9.329 -4.517 -8.331
H -6.822 -6.183 -7.790
H -6.820 -4.487 -8.246

* E_tot: -156759.5982 eV
* net charge: +1


Here is C65H54ClF5N4PRuS4 as an isolated structure at a distorted geometry from the Open Molecules 2025 dataset. Energies are from ωB97M-V/def2-TZVPD.

CARTESIAN COORDINATES (ANGSTROEM)
Ru 0.542 0.087 0.311
N -0.874 0.854 -1.218
S -1.539 2.156 -1.357
N -2.082 3.015 -0.049
S -2.863 2.668 1.250
N -3.878 1.518 1.266
S -3.963 -0.057 1.777
N -2.458 -0.760 1.524
C -3.480 0.357 3.639
C -2.310 0.049 4.316
C -2.281 0.116 5.704
C -3.407 0.508 6.409
C -4.569 0.851 5.730
C -4.605 0.752 4.347
C -4.586 -0.636 0.002
C -4.082 -1.679 -0.754
C -4.852 -2.231 -1.773
C -6.114 -1.725 -2.040
C -6.599 -0.647 -1.312
C -5.843 -0.119 -0.276
C -1.682 2.785 2.606
C -0.355 2.576 2.290
C 0.616 2.733 3.267
C 0.235 3.088 4.552
C -1.102 3.314 4.852
C -2.074 3.165 3.876
C -3.861 4.116 1.556
C -3.223 5.343 1.662
C -3.968 6.456 2.012
C -5.331 6.332 2.249
C -5.957 5.100 2.131
C -5.218 3.980 1.783
C -2.973 2.124 -2.432
C -3.794 3.235 -2.522
C -4.896 3.180 -3.356
C -5.159 2.027 -4.085
C -4.311 0.934 -4.002
C -3.203 0.981 -3.171
C -0.556 3.468 -2.114
C -0.008 3.190 -3.356
C 0.726 4.169 -4.005
C 0.912 5.408 -3.405
C 0.382 5.666 -2.150
C -0.362 4.693 -1.499
H -1.412 -0.229 3.772
H -1.375 -0.146 6.236
H -3.392 0.529 7.490
H -5.449 1.173 6.271
H -5.519 0.965 3.800
H -3.085 -2.058 -0.567
H -4.456 -3.051 -2.360
H -6.720 -2.171 -2.818
H -7.573 -0.232 -1.538
H -6.230 0.691 0.331
H -0.120 2.407 1.249
H 1.660 2.603 3.018
H 0.986 3.212 5.319
H -1.393 3.615 5.847
H -3.117 3.343 4.099
H -2.159 5.413 1.478
H -3.485 7.417 2.112
H -5.909 7.202 2.526
H -7.017 5.007 2.319
H -5.664 3.000 1.686
H -3.567 4.122 -1.945
H -5.547 4.038 -3.446
H -6.027 1.988 -4.729
H -4.510 0.047 -4.583
H -2.517 0.154 -3.073
H -0.173 2.220 -3.809
H 1.150 3.971 -4.979
H 1.462 6.180 -3.924
H 0.544 6.625 -1.679
H -0.804 4.875 -0.532
Cl 1.894 2.534 -0.170
C 3.223 2.278 -1.247
C 3.796 3.371 -1.868
C 4.856 3.166 -2.738
C 5.299 1.878 -2.989
C 4.714 0.795 -2.351
C 3.675 0.976 -1.440
P 2.876 -0.417 -0.532
C 3.993 -1.766 -1.045
C 3.591 -2.563 -2.116
C 4.413 -3.577 -2.573
C 5.638 -3.807 -1.960
C 6.038 -3.015 -0.896
C 5.223 -1.990 -0.440
C 3.391 -0.017 1.196
C 2.573 -0.452 2.246
C 2.910 -0.170 3.562
C 4.047 0.569 3.841
C 4.847 1.028 2.804
C 4.523 0.743 1.487
H 3.424 4.365 -1.662
H 5.333 4.013 -3.210
H 6.119 1.713 -3.673
H 5.081 -0.200 -2.552
H 2.620 -2.396 -2.564
H 4.103 -4.192 -3.406
H 6.279 -4.604 -2.309
H 6.991 -3.194 -0.417
H 5.542 -1.376 0.391
H 1.734 -1.127 2.047
H 2.293 -0.543 4.368
H 4.313 0.781 4.867
H 5.734 1.605 3.023
H 5.148 1.105 0.681
C -4.487 -2.742 2.676
C -3.030 -3.095 2.381
C -2.324 -3.438 3.707
C -2.959 -4.302 1.432
C -2.214 -1.991 1.757
H -4.968 -3.611 3.124
H -5.026 -2.489 1.763
H -4.561 -1.921 3.388
H -2.826 -4.289 4.165
H -2.371 -2.598 4.399
H -1.284 -3.706 3.536
H -3.494 -5.144 1.867
H -1.924 -4.597 1.266
H -3.422 -4.061 0.474
H -1.202 -2.326 1.473
F 5.029 -7.437 2.444
C 4.265 -6.449 1.978
C 4.519 -5.134 2.331
F 5.532 -4.845 3.156
C 3.724 -4.112 1.844
F 3.999 -2.858 2.240
C 2.654 -4.351 0.982
S 1.622 -3.122 0.342
C 2.410 -5.692 0.660
F 1.377 -5.996 -0.134
C 3.188 -6.724 1.147
F 2.901 -7.988 0.832

* E_tot: -155546.1407 eV
* multiplicity: 5
* net charge: +1


Here is one molecule with the formula C5H6O at a distorted geometry from the Open Molecules 2025 dataset. Energies are from ωB97M-V/def2-TZVPD.

CARTESIAN COORDINATES (ANGSTROEM)
C -2.231 0.906 0.412
C -1.313 0.215 0.032
C 1.139 -0.209 -0.679
C 1.576 0.779 0.427
C -0.249 -0.630 -0.435
O -0.488 -1.942 0.067
H -3.282 1.063 0.434
H 1.240 0.271 -1.664
H 1.761 -1.107 -0.895
H 1.598 0.645 1.463
H 1.461 1.796 0.139
H -1.214 -1.786 0.700

* E_tot: -7323.9412 eV
* energy relative to the best compared isomer or geometry (same formula, charge and spin): 5.343 eV


- The highest E_tot belongs to which entry?
  C3H5F


- E_tot of number 1 (CH2F3PS)?
  -29340.3316 eV


- Among the records above, which one has the lowest E_tot?
  C30H42BCl2F18O14S2